Record 1
A molecular structure, C47H34ClF2N3O5P2S2Ti, computed with ωB97M-V/def2-TZVPD.

Each line ends with the Mulliken charge.
Geometry (Å):
Ti1 -0.36 1.81 -0.80  -1.5293
S1 -2.95 1.19 -1.02  -0.9111
P1 -2.02 -0.40 -0.18  1.0937
C1 -0.54 0.21 0.50  1.0551
P2 -0.29 0.46 2.21  1.6885
S2 0.75 2.13 2.57  -0.4418
C2 -1.79 0.47 3.27  0.7985
C3 -2.23 -0.71 3.87  -0.2326
C4 -3.33 -0.70 4.72  -0.7990
C5 -4.00 0.49 4.96  -0.6872
C6 -3.57 1.67 4.37  -0.8025
C7 -2.46 1.66 3.54  -0.5646
C8 0.61 -0.93 2.98  0.1910
C9 1.17 -0.74 4.24  -0.9025
C10 1.81 -1.79 4.88  -0.7827
C11 1.89 -3.04 4.27  -0.7181
C12 1.33 -3.23 3.02  -0.4879
C13 0.69 -2.17 2.38  0.3243
C14 -3.28 -1.25 0.84  1.2072
C15 -3.19 -2.61 1.10  -0.6111
C16 -4.18 -3.24 1.85  -0.6645
C17 -5.26 -2.52 2.32  -0.5723
C18 -5.36 -1.16 2.05  -0.8672
C19 -4.37 -0.53 1.32  -0.2443
C20 -1.65 -1.61 -1.49  0.6196
C21 -2.29 -1.55 -2.72  -1.0712
C22 -2.01 -2.48 -3.71  -0.9261
C23 -1.09 -3.49 -3.48  -0.5872
C24 -0.43 -3.56 -2.25  -1.2040
C25 -0.70 -2.61 -1.27  0.6243
H1 -1.72 -1.64 3.69  0.3659
H2 -3.66 -1.61 5.18  0.4573
H3 -4.86 0.51 5.63  0.4079
H4 -4.08 2.60 4.57  0.4486
H5 -2.08 2.59 3.13  0.5192
H6 1.12 0.24 4.72  0.3994
H7 2.25 -1.63 5.86  0.4273
H8 2.39 -3.85 4.77  0.3732
H9 1.39 -4.19 2.54  0.4614
H10 0.27 -2.30 1.40  -0.1143
H11 -2.36 -3.19 0.72  0.3551
H12 -4.10 -4.31 2.04  0.4359
H13 -6.04 -3.02 2.88  0.4117
H14 -6.20 -0.59 2.42  0.4444
H15 -4.45 0.53 1.11  0.2571
H16 -3.00 -0.75 -2.91  0.4366
H17 -2.49 -2.41 -4.67  0.4162
H18 -0.85 -4.21 -4.25  0.4165
H19 0.32 -4.32 -2.08  0.4436
H20 -0.15 -2.64 -0.35  0.0483
F1 4.92 2.68 0.17  -0.3574
C26 3.81 3.10 -0.45  0.1169
C27 2.62 2.41 -0.25  -0.2381
C28 1.47 2.83 -0.89  1.4056
C29 1.51 3.95 -1.75  -0.5273
C30 2.73 4.62 -1.89  0.3750
F2 2.83 5.73 -2.65  -0.3649
C31 3.88 4.21 -1.26  -1.0190
C32 0.26 4.34 -2.44  0.7696
C33 0.17 5.32 -3.43  -1.2985
C34 -1.06 5.61 -3.99  -0.4177
C35 -2.18 4.92 -3.57  -1.1088
C36 -2.01 3.94 -2.61  -0.2727
N1 -0.83 3.64 -2.06  0.9179
H21 2.62 1.57 0.43  0.3605
H22 4.81 4.76 -1.39  0.5158
H23 1.05 5.85 -3.75  0.5632
H24 -1.13 6.37 -4.76  0.4251
H25 -3.16 5.11 -3.97  0.4639
H26 -2.85 3.35 -2.28  0.4896
O1 0.73 -1.74 -5.80  -0.5622
C37 1.56 -2.40 -4.99  0.1390
O2 1.95 -3.50 -5.26  -0.6155
C38 1.94 -1.72 -3.72  0.0816
C39 2.94 -2.15 -2.87  0.4023
Cl1 3.91 -3.54 -2.97  -0.1435
N2 2.96 -1.33 -1.79  0.4119
N3 2.03 -0.38 -1.89  -0.1243
C40 1.41 -0.60 -3.03  0.1930
C41 0.33 0.33 -3.40  0.3634
O3 -0.05 0.47 -4.55  -0.8395
O4 -0.21 1.01 -2.41  -0.1336
C42 3.82 -1.29 -0.64  -0.1614
C43 5.18 -1.55 -0.73  -0.6326
C44 5.95 -1.45 0.42  -0.8177
C45 5.37 -1.08 1.63  -0.7718
C46 4.01 -0.82 1.70  -0.0834
C47 3.23 -0.92 0.56  0.8829
H27 0.44 -0.88 -5.41  0.4337
H28 5.64 -1.80 -1.67  0.5105
H29 7.01 -1.64 0.36  0.3801
H30 5.99 -1.01 2.52  0.4360
H31 3.55 -0.53 2.63  0.3736
H32 2.17 -0.71 0.58  -0.1311
O5 -1.18 3.22 0.58  -0.3762
H33 -0.66 3.10 1.42  0.1636
H34 -2.11 3.04 0.77  0.4162

The gap between HOMO and LUMO is 7.63 eV. The HOMO energy is -8.25 eV. Its spin multiplicity is 1. Its charge is 0. As for the total energy: -5340.5765 Ha. For the LUMO energy, the calculation gives -0.62 eV. The calculation puts the relative energy (zero: lowest compared OMol25 entry of this formula, charge and spin) at 0.0 kcal per mole.

Record 2
2 unconnected molecules or ions with the total composition C4H8N2O, computed with ωB97M-V/def2-TZVPD.

Each line ends with the Mulliken charge.
Geometry (Å):
C1 4.53 -0.08 -0.88  0.1129
C2 -0.78 -0.18 -0.06  1.0590
C3 -0.59 0.31 1.35  -1.3169
C4 -2.23 -0.37 -0.41  -1.3052
N1 1.56 -0.15 -0.75  -1.0586
N2 0.26 -0.33 -0.84  0.2290
O1 4.58 1.00 -0.57  -0.1372
H1 0.48 0.34 1.57  0.3517
H2 -1.10 -0.27 2.08  0.3490
H3 -0.84 1.40 1.40  0.2770
H4 -2.57 -0.07 -1.43  0.3783
H5 -2.77 0.17 0.34  0.3121
H6 -2.33 -1.39 -0.24  0.3270
H7 1.82 0.20 0.16  0.2141
H8 -0.03 -0.55 -1.72  0.2076

The gap between HOMO and LUMO is 8.21 eV. The HOMO energy is -7.36 eV. Its spin multiplicity is 1. Its charge is 0. As for the total energy: -341.8585 Ha. For the LUMO energy, the calculation gives 0.85 eV. The calculation puts the relative energy (zero: lowest compared OMol25 entry of this formula, charge and spin) at 91.1 kcal per mole.

Record 3
A molecular structure, C8H4Cl5FeN2O5, computed with ωB97M-V/def2-TZVPD.

Each line ends with the Mulliken charge.
Geometry (Å):
Fe1 0.48 -0.52 0.19  0.0502
Cl1 0.56 2.03 -2.59  -0.1839
C1 -0.83 1.82 -1.59  1.1445
C2 -0.82 0.85 -0.60  -1.1793
C3 -1.95 0.75 0.18  1.6293
Cl2 -1.81 -0.48 1.44  -0.2154
C4 -3.08 1.53 0.06  -0.6469
Cl3 -4.43 1.32 1.10  -0.1832
C5 -3.08 2.48 -0.96  0.7806
Cl4 -4.45 3.49 -1.18  -0.1671
C6 -1.95 2.63 -1.78  -0.1649
Cl5 -1.97 3.82 -3.02  -0.1717
N1 1.39 -2.04 1.64  -0.4571
C7 2.77 -1.56 1.76  -0.3254
C8 2.81 -0.04 1.64  0.5394
O1 3.75 0.62 1.97  -0.5787
O2 1.67 0.47 1.16  -0.6575
H1 0.93 -2.03 2.55  0.2233
H2 1.33 -2.99 1.29  0.2708
H3 3.36 -1.96 0.93  0.2385
H4 3.26 -1.85 2.69  0.3720
O3 1.16 -1.01 -1.71  -0.6169
N2 0.52 -2.11 -1.76  1.4714
O4 0.50 -2.82 -2.72  -0.5719
O5 -0.11 -2.38 -0.68  -0.6000

The gap between HOMO and LUMO (spin up / spin down) is 9.33 / 7.57 eV. The HOMO energy (spin up / spin down) is -9.49 / -9.47 eV. The expectation value of S² is 8.76. Its spin multiplicity is 6. Its charge is 0. As for the total energy: -4357.5416 Ha. For the LUMO energy (spin up / spin down), the calculation gives -0.15 / -1.91 eV. The calculation puts the relative energy (zero: lowest compared OMol25 entry of this formula, charge and spin) at 13.0 kcal per mole.

Record 4
A molecular structure, C14H31F3GaNO, computed with ωB97M-V/def2-TZVPD.

Each line ends with the Mulliken charge.
Geometry (Å):
O1 1.31 -4.13 2.01  -0.6113
C1 0.45 -3.85 0.90  0.7524
C2 -0.94 -4.46 1.04  -1.1580
Ga1 -2.28 -4.64 -0.53  0.4447
C3 1.22 -4.23 -0.37  0.7474
F1 2.49 -3.76 -0.33  -0.3251
F2 1.31 -5.56 -0.54  -0.2690
F3 0.67 -3.70 -1.48  -0.1693
H1 1.24 -5.08 2.18  0.4099
H2 0.38 -2.76 0.88  -0.4239
H3 -0.84 -5.46 1.50  0.4174
H4 -1.45 -3.83 1.78  0.3339
H5 -1.61 -5.34 -1.82  -0.2890
H6 -2.83 -3.18 -0.98  -0.2319
H7 -3.51 -5.53 -0.01  -0.3538
C4 -1.02 -1.18 -1.32  -1.2898
C5 0.18 -0.38 -1.81  -0.2858
C6 1.03 0.18 -0.66  -1.0362
C7 0.33 1.01 0.40  -0.5574
N1 -0.07 2.43 0.06  0.5954
C8 1.05 3.23 -0.57  -0.8311
C9 0.84 3.11 -2.07  -0.5973
C10 -0.68 3.12 -2.22  -0.7717
C11 -1.21 2.44 -0.96  -0.1059
C12 -0.56 3.11 1.33  -0.8590
C13 0.48 3.52 2.37  -0.3699
C14 1.10 2.43 3.25  -1.3301
H8 -1.76 -0.57 -0.79  0.2617
H9 -1.54 -1.66 -2.14  0.5251
H10 -0.71 -1.97 -0.64  -0.2014
H11 -0.14 0.41 -2.50  0.1340
H12 0.83 -1.03 -2.39  0.5690
H13 1.92 0.69 -1.03  0.4083
H14 1.41 -0.68 -0.10  0.5616
H15 1.00 1.09 1.26  -0.1721
H16 -0.58 0.53 0.74  0.6596
H17 0.92 4.26 -0.26  0.5745
H18 2.00 2.86 -0.20  0.2788
H19 1.27 2.19 -2.46  0.2093
H20 1.32 3.94 -2.59  0.5094
H21 -1.01 2.60 -3.12  0.4450
H22 -1.05 4.14 -2.28  0.3165
H23 -1.52 1.42 -1.12  -0.1448
H24 -2.05 2.98 -0.53  0.4302
H25 -1.30 2.45 1.76  0.4654
H26 -1.07 4.01 0.98  0.5307
H27 -0.07 4.20 3.03  0.4374
H28 1.26 4.13 1.92  0.2426
H29 0.38 1.66 3.51  0.3174
H30 1.47 2.87 4.17  0.4338
H31 1.96 1.95 2.77  0.3723

The gap between HOMO and LUMO is 6.41 eV. The HOMO energy is -6.99 eV. Its spin multiplicity is 1. Its charge is 0. As for the total energy: -2906.2683 Ha. For the LUMO energy, the calculation gives -0.58 eV.